DFT (ωB97M-V/def2-TZVPD) results for a cluster of 3 separate species, C22H47BBrN9O4P2 in total in a non-equilibrium geometry.

The SMILES is C#C[C@@H](C#N)[C@](C#N)(CC(=O)Br)B(O)N(C)C.CN(C)P(=O)(N(C)C)N(C)C.CN(C)P(=O)(N(C)C)N(C)C. The largest force on an atom is 5.43 eV/Å. As for the energy: -134471.69725 eV.

The geometry in ORCA input format:
```
! RIJCOSX wB97M-V def2-TZVPD def2/J DEFGRID3
* xyz 0 1
H -1.25 3.58 0.54
H 8.14 -1.90 2.55
H 3.38 -1.34 3.89
H 4.22 -2.78 4.52
O -3.16 2.30 1.70
H -4.99 1.67 3.28
N -3.93 -3.07 -3.57
C 4.82 -1.68 -0.77
H 1.70 -4.16 2.81
H -5.29 2.86 4.57
H 2.59 -0.66 -0.34
C -1.95 5.94 2.98
H 5.90 -1.77 -0.70
H -2.09 -3.37 -6.56
N 1.19 -0.33 -2.45
H 2.46 -2.70 4.40
H -6.57 2.44 3.41
H 2.77 -4.71 1.53
N 6.05 -2.01 2.37
Br -4.06 -0.03 -5.32
H 1.09 -3.91 -7.34
N -2.92 4.91 3.39
N 4.21 -1.61 0.59
N -5.06 3.67 2.61
H 7.56 -3.23 1.56
C 2.75 -4.28 2.53
B 0.05 -2.99 -4.36
N -0.13 -3.36 -5.73
C -4.14 5.23 0.11
P 4.83 -2.90 1.57
H -2.39 6.61 2.25
H 2.26 -2.34 0.09
H -1.62 4.84 -0.63
H -3.74 5.67 -0.81
O -2.17 1.09 -3.66
H 2.30 -1.07 1.32
H -2.31 5.06 5.42
H -1.29 -4.91 -6.62
H -5.68 5.62 2.08
O 5.31 -4.30 1.69
H -3.13 3.56 5.02
H -4.91 4.50 -0.17
C -5.84 4.86 2.84
C -5.49 2.61 3.52
H -6.90 4.60 2.78
P -3.38 3.66 2.27
H 4.98 -0.51 3.42
H -0.45 -0.19 -5.25
H 4.45 -2.55 -1.33
H 5.90 0.10 2.04
H -1.46 3.80 4.51
H -1.71 6.54 3.86
C -2.42 4.30 4.65
H 1.93 -3.90 -5.79
C -2.13 -0.40 -0.72
H -1.03 5.53 2.57
C 0.41 -0.95 -3.03
C 7.39 -2.19 1.82
C -2.89 -2.75 -3.20
H 1.79 -3.39 -3.52
H 6.72 -0.41 3.52
H -2.24 0.16 0.19
N 3.40 -2.97 2.55
C 2.77 -1.43 0.41
C 3.39 -2.43 3.90
H -2.49 3.30 -0.69
H -1.16 -3.04 -2.13
H -1.64 -1.39 -5.67
H -1.96 -4.35 -5.10
N -3.06 4.63 0.88
C -0.66 -1.67 -3.71
C 0.99 -4.14 -6.28
H -4.60 6.06 0.64
C -2.32 0.20 -4.42
H 4.59 -0.78 -1.33
H 3.22 -4.99 3.22
O 0.88 -3.70 -3.50
C -1.43 -4.03 -5.99
H 7.55 -1.58 0.91
C -1.96 -1.25 -1.54
C 5.89 -0.65 2.84
C -1.27 -0.80 -4.84
H -5.66 5.32 3.82
H 0.82 -5.21 -6.19
C -1.66 -2.19 -2.62
C -2.06 4.05 -0.02
*
```


DFT (ωB97M-V/def2-TZVPD) results for a structure of composition C8H24B2CsO4S2 in a non-equilibrium geometry.

The largest force on an atom is 2.24 eV/Å. As for the energy: -40444.89566 eV. As for the energy relative to the best compared isomer or geometry (same formula, charge and spin): 0.0 kcal/mol.

The geometry in ORCA input format:
```
! RIJCOSX wB97M-V def2-TZVPD def2/J DEFGRID3
* xyz -1 1
C -0.95 -1.77 -1.03
H -4.11 2.61 -0.58
H 2.53 2.89 1.36
C 2.07 0.79 0.96
C 2.37 0.34 2.40
H -3.00 1.65 -1.79
H -2.33 -3.39 1.38
H -3.80 -3.59 -0.47
O 0.00 -2.08 1.52
C 2.92 2.05 0.78
H 2.14 -0.72 2.57
H 4.96 1.32 0.51
C -3.15 -2.72 -0.42
H -4.79 1.09 -1.51
S 4.14 0.51 2.60
H -0.25 0.29 -2.96
H -3.76 -1.97 -0.92
H 0.68 0.94 -1.52
H -2.07 -3.08 -2.32
H 0.04 -1.87 -1.46
O -1.39 -0.07 0.95
H -1.36 -3.88 -0.95
S -1.08 -1.47 0.76
H 1.00 0.86 0.79
Cs -1.11 2.54 -0.40
H 2.00 0.88 3.27
C -2.63 -2.41 0.99
C -1.89 -2.97 -1.26
O 4.45 1.13 3.88
B 0.57 1.06 -2.66
H -3.28 -1.92 1.71
H -4.46 2.72 -2.38
H 1.58 0.91 -3.22
H 0.19 2.13 -2.84
O 4.84 -0.69 2.16
H 2.95 2.35 -0.27
C 4.32 1.76 1.28
H -1.48 -0.87 -1.34
H 2.40 0.04 0.25
B -4.06 2.00 -1.56
H 4.80 2.63 1.71
*
```


Q: Look up the energy of the second one.
A: -40444.89566 eV


Q: Among the records above, which one has the highest energy?
A: C8H24B2CsO4S2


Q: The lowest energy belongs to which entry?
A: C22H47BBrN9O4P2